[1]
C19H12N4O2S2 | ωB97M-V/def2-TZVPD

Properties
HOMO energy = -8.38 eV
net charge = 0
structure (SMILES) = Cc1ccc2nc(N3C(=O)/C(=C4\C(=O)Nc5ccccc54)NC3=S)sc2c1
orbital gap = 6.517 eV

Each line ends with the natural charge from an NBO analysis.
CARTESIAN COORDINATES (ANGSTROEM)
C -5.95 -5.10 -0.72  -0.631
C -5.03 -3.98 -0.95  -0.003
C -4.63 -3.72 -2.34  -0.215
C -3.68 -2.72 -2.66  -0.171
C -3.13 -2.15 -1.49  0.086
N -1.95 -1.41 -1.71  -0.403
C -1.33 -1.08 -0.60  0.239
N -0.24 -0.22 -0.42  -0.474
C 0.59 -0.06 0.70  0.614
O -0.08 0.13 1.77  -0.460
C 1.55 1.00 0.40  0.179
C 2.69 1.49 1.13  -0.115
C 3.30 1.01 2.32  0.611
O 3.27 -0.21 2.52  -0.569
N 4.40 1.69 2.73  -0.588
C 4.42 2.83 1.86  0.156
C 5.36 3.80 1.94  -0.236
C 5.16 4.96 1.13  -0.188
C 4.01 5.02 0.33  -0.248
C 3.12 3.94 0.19  -0.184
C 3.37 2.81 0.95  -0.099
N 1.07 1.58 -0.79  -0.569
C 0.24 0.64 -1.37  0.271
S -0.19 0.82 -2.99  -0.091
S -2.16 -1.75 0.81  0.400
C -3.34 -2.53 -0.19  -0.222
C -4.36 -3.35 0.07  -0.215
H -6.56 -5.41 -1.52  0.223
H -6.59 -4.95 0.17  0.218
H -5.38 -5.95 -0.34  0.225
H -5.15 -4.13 -3.25  0.217
H -3.44 -2.24 -3.57  0.240
H 5.24 1.16 2.93  0.425
H 6.20 3.81 2.68  0.223
H 6.05 5.62 1.38  0.235
H 4.06 6.00 -0.26  0.232
H 2.18 4.09 -0.45  0.226
H 1.54 2.15 -1.46  0.443
H -4.63 -3.57 1.10  0.216

---

[2]
C19H13BrCeF3N4O5 | ωB97M-V/def2-TZVPD

Properties
HOMO energy (spin up / spin down) = -8.13 / -8.13 eV
net charge = 0
energy relative to the best compared isomer or geometry (same formula, charge and spin) = 0.0 kJ/mol
orbital gap (spin up / spin down) = 6.888 / 6.899 eV
multiplicity = 2

Each line ends with the natural charge from an NBO analysis.
CARTESIAN COORDINATES (ANGSTROEM)
Ce 0.13 -1.56 0.17  1.790
Br -6.54 2.24 -1.13  0.080
C -5.11 1.22 -0.54  -0.196
C -5.40 -0.12 -0.20  -0.161
C -4.40 -1.06 0.02  -0.254
C -3.06 -0.70 -0.19  0.442
O -2.13 -1.63 -0.23  -0.788
C -2.71 0.71 -0.45  -0.241
C -1.45 1.23 -0.75  0.226
N -0.34 0.56 -1.22  -0.567
C 0.71 1.34 -1.63  0.121
C 0.54 2.58 -2.25  -0.218
C 1.67 3.35 -2.56  -0.194
C 2.95 2.91 -2.31  -0.191
C 3.13 1.59 -1.87  -0.094
C 4.39 1.15 -1.42  -0.106
C 4.51 -0.14 -0.93  -0.259
C 3.39 -0.97 -0.86  0.100
N 2.16 -0.52 -1.11  -0.507
C 1.99 0.77 -1.54  0.214
C -3.78 1.63 -0.56  -0.124
H -6.46 -0.35 -0.27  0.225
H -4.68 -2.03 0.39  0.223
H -1.36 2.31 -0.55  0.191
H -0.47 3.01 -2.31  0.223
H 1.52 4.35 -3.00  0.223
H 3.81 3.57 -2.46  0.221
H 5.19 1.89 -1.40  0.226
H 5.43 -0.61 -0.58  0.235
H 3.47 -2.00 -0.58  0.233
H -3.56 2.71 -0.64  0.219
N -0.74 -3.40 1.87  -0.667
N 0.28 -4.31 2.07  -0.511
C 1.29 -4.43 1.03  0.892
O 2.13 -5.30 1.26  -0.649
O 1.26 -3.51 0.15  -0.819
H -1.08 -3.01 2.75  0.385
H -1.54 -3.80 1.36  0.368
H -0.01 -5.21 2.46  0.374
F 0.19 2.33 2.68  -0.305
C 0.82 1.26 3.23  0.904
F 2.17 1.60 3.36  -0.314
F 0.36 1.07 4.52  -0.315
C 0.50 0.06 2.37  0.688
O 1.45 -0.71 1.99  -0.659
O -0.65 -0.05 1.87  -0.665

---

[3]
C19H13Cl6IrN3O5 | ωB97M-V/def2-TZVPD

Properties
HOMO energy = -11.00 eV
net charge = +1
energy relative to the best compared isomer or geometry (same formula, charge and spin) = 51.2 kJ/mol
orbital gap = 6.540 eV

Each line ends with the natural charge from an NBO analysis.
CARTESIAN COORDINATES (ANGSTROEM)
Ir 2.76 1.99 -0.21  1.020
Cl 0.81 2.33 1.22  0.164
C 0.07 1.86 -0.34  -0.081
C 1.10 1.46 -1.15  -0.147
C 0.80 1.02 -2.42  -0.008
Cl 2.06 0.48 -3.46  0.070
C -0.54 1.04 -2.84  -0.103
Cl -0.94 0.50 -4.41  0.109
C -1.55 1.51 -1.99  -0.074
Cl -3.17 1.59 -2.53  0.111
C -1.26 1.92 -0.68  -0.079
Cl -2.43 2.48 0.42  0.123
O 5.27 4.45 -1.94  -0.678
Cl 4.06 3.82 -1.62  2.477
O 4.34 2.28 -1.46  -0.783
O 3.01 4.01 -2.53  -0.722
O 3.60 4.11 -0.23  -0.797
C -5.84 0.15 0.96  -0.631
C -4.44 -0.38 0.99  -0.020
C -3.70 -0.40 2.17  -0.190
C -2.40 -0.86 2.22  -0.221
C -1.80 -1.33 1.05  0.109
N -0.46 -1.80 1.02  -0.639
C 0.16 -2.47 2.05  0.789
O -0.34 -2.78 3.10  -0.570
N 1.50 -2.80 1.76  -0.661
C 2.40 -2.06 1.02  0.222
C 3.52 -2.66 0.43  -0.174
C 4.39 -1.88 -0.31  -0.204
C 4.15 -0.54 -0.47  0.026
N 3.11 0.05 0.14  -0.375
C 2.25 -0.69 0.87  -0.022
C -2.52 -1.32 -0.14  -0.211
C -3.82 -0.85 -0.16  -0.204
H -6.39 -0.14 1.85  0.228
H -6.38 -0.21 0.09  0.222
H -5.84 1.25 0.92  0.223
H -4.16 -0.04 3.09  0.221
H -1.86 -0.89 3.15  0.240
H -0.07 -1.93 0.11  0.400
H 1.85 -3.56 2.33  0.430
H 3.68 -3.72 0.53  0.246
H 5.26 -2.32 -0.78  0.255
H 4.80 0.10 -1.06  0.245
H 1.44 -0.17 1.35  0.238
H -2.07 -1.71 -1.05  0.204
H -4.37 -0.87 -1.09  0.220

---

[4]
C19H14BN10O7W | ωB97M-V/def2-TZVPD

Properties
HOMO energy = -20.81 eV
net charge = +4
energy relative to the best compared isomer or geometry (same formula, charge and spin) = 31.3 kJ/mol
orbital gap = 4.847 eV
multiplicity = 2

Each line ends with the natural charge from an NBO analysis.
CARTESIAN COORDINATES (ANGSTROEM)
W 0.66 -0.01 -0.30  2.382
C -2.13 -3.14 -0.69  -0.256
C -1.01 -2.48 -1.10  0.075
N -0.90 -1.31 -0.39  -0.398
N -1.98 -1.22 0.46  -0.327
C -2.71 -2.32 0.28  0.130
B -2.07 0.01 1.42  0.921
N -0.85 -0.10 2.35  -0.347
C -0.66 -0.04 3.67  0.161
C 0.70 -0.18 3.97  -0.266
C 1.31 -0.31 2.76  0.086
N 0.38 -0.27 1.75  -0.437
N -1.86 1.32 0.57  -0.331
C -2.65 2.37 0.33  0.132
C -1.99 3.32 -0.46  -0.244
C -0.76 2.77 -0.71  0.076
N -0.65 1.57 -0.07  -0.427
N -3.44 0.04 2.13  -0.337
C -4.63 -0.02 1.60  0.119
C -5.59 0.01 2.68  0.036
C -4.78 0.10 3.86  0.012
N -3.52 0.13 3.56  -0.164
H -2.50 -4.09 -1.05  0.315
H -0.28 -2.76 -1.83  0.272
H -3.61 -2.51 0.85  0.266
H -1.50 0.10 4.34  0.295
H 1.15 -0.18 4.95  0.311
H 2.36 -0.45 2.55  0.257
H -3.66 2.42 0.73  0.260
H -2.37 4.27 -0.80  0.311
H 0.06 3.17 -1.27  0.275
H -4.80 -0.09 0.53  0.276
H -6.67 0.05 2.60  0.299
H -5.12 0.15 4.89  0.304
O 0.40 -0.73 -4.13  -0.311
C 1.12 -0.45 -3.28  0.793
O 0.63 0.37 -2.09  -0.629
C 2.58 -0.65 -3.02  -0.215
C 3.62 -0.34 -3.89  -0.034
C 4.87 -0.05 -3.34  0.054
C 5.06 0.17 -2.00  -0.094
C 3.98 -0.13 -1.17  0.009
C 2.87 -0.75 -1.68  0.361
O 1.93 -1.27 -0.81  -0.563
N 3.74 0.52 0.09  0.551
O 4.53 0.89 0.85  -0.035
O 2.44 0.88 0.31  -0.534
N 6.01 0.22 -4.26  0.524
O 7.05 0.50 -3.73  -0.285
O 5.76 0.13 -5.44  -0.281
H 3.48 -0.26 -4.96  0.322
H 5.98 0.63 -1.63  0.330

---

[5]
C19H14BiCl2N3O6 | ωB97M-V/def2-TZVPD

Properties
HOMO energy = -8.05 eV
net charge = 0
orbital gap = 7.567 eV

Each line ends with the Löwdin charge.
CARTESIAN COORDINATES (ANGSTROEM)
Bi 1.12 -1.93 0.54  1.837
N 0.91 -1.49 4.90  0.189
C 1.37 -1.39 3.64  -0.560
O 1.86 -2.36 3.05  -0.089
C 1.29 -0.02 2.99  -0.210
C 1.81 -0.05 1.56  -0.322
H 0.84 -2.40 5.31  0.119
H 0.40 -0.73 5.32  0.113
H 1.84 0.70 3.60  0.124
H 0.24 0.28 3.00  0.106
H 2.90 -0.12 1.54  0.051
H 1.51 0.84 0.99  0.060
Cl -2.30 -0.18 -2.85  0.736
C -0.59 -0.12 -3.10  -0.576
C -0.09 0.39 -4.31  -0.114
C 1.25 0.50 -4.52  -0.608
Cl 1.84 1.16 -6.02  0.693
C 2.17 0.07 -3.53  -0.167
C 3.57 0.16 -3.63  -0.008
C 4.37 -0.29 -2.61  -0.039
C 3.76 -0.86 -1.48  -0.121
N 2.45 -0.95 -1.36  -0.032
C 1.64 -0.48 -2.34  -0.148
C 0.24 -0.56 -2.09  -0.377
O -0.22 -1.02 -0.95  -0.292
H -0.79 0.72 -5.07  0.110
H 4.01 0.60 -4.52  0.096
H 5.44 -0.21 -2.66  0.109
H 4.36 -1.26 -0.67  0.118
O -2.47 -2.83 0.80  0.088
C -1.96 -1.81 1.19  -0.592
O -0.74 -1.70 1.68  -0.279
C -2.71 -0.50 1.09  -0.118
C -4.10 -0.49 1.14  0.001
C -4.80 0.70 1.03  -0.050
C -4.12 1.90 0.86  -0.001
C -2.74 1.87 0.81  -0.132
C -2.03 0.69 0.92  0.042
N -2.00 3.14 0.63  -0.346
O -2.65 4.15 0.48  0.076
O -0.79 3.10 0.68  0.065
H -4.62 -1.44 1.24  0.125
H -5.88 0.70 1.08  0.108
H -4.65 2.84 0.77  0.118
H -0.95 0.70 0.85  0.101

---

[6]
C19H14Br2F3N2 | ωB97M-V/def2-TZVPD

Properties
HOMO energy = -11.55 eV
net charge = +1
orbital gap = 5.817 eV

Each line ends with the natural charge from an NBO analysis.
CARTESIAN COORDINATES (ANGSTROEM)
F 5.43 2.94 0.94  -0.309
C 5.21 1.74 1.56  0.967
F 6.05 0.83 0.99  -0.310
F 5.59 1.90 2.86  -0.310
C 3.77 1.32 1.45  -0.052
C 3.44 0.03 1.04  -0.188
C 2.12 -0.33 0.82  -0.128
C 1.05 0.60 1.01  -0.095
C -0.30 0.19 0.75  0.131
C -1.46 1.03 0.84  -0.094
C -2.71 0.47 1.22  -0.116
C -3.79 1.28 1.56  -0.216
C -3.69 2.68 1.51  -0.093
C -2.48 3.25 1.09  -0.226
C -1.40 2.45 0.73  -0.142
C 1.41 1.85 1.62  -0.131
C 2.74 2.22 1.78  -0.194
H 4.22 -0.70 0.87  0.256
H 1.86 -1.34 0.50  0.238
H -0.46 -0.89 0.77  0.269
H -2.78 -0.62 1.30  0.229
H -4.73 0.81 1.87  0.241
H -4.55 3.29 1.75  0.242
H -2.40 4.33 1.05  0.241
H -0.48 2.94 0.38  0.234
H 0.64 2.53 2.00  0.235
H 3.00 3.20 2.17  0.253
Br 0.48 -1.77 -4.87  0.092
C -0.43 -2.15 -3.24  -0.157
C -1.29 -3.30 -3.17  0.175
N -1.46 -4.11 -4.23  -0.761
C -1.93 -3.56 -1.92  -0.168
Br -3.04 -5.11 -1.77  0.094
C -1.68 -2.72 -0.84  0.038
N -0.91 -1.62 -0.95  -0.523
C -0.25 -1.37 -2.10  0.023
H -2.08 -4.89 -4.19  0.418
H -1.03 -3.90 -5.12  0.418
H -2.12 -2.97 0.12  0.208
H 0.46 -0.54 -2.13  0.209

---

[7]
C19H14BrClN2O2SSiTa | ωB97M-V/def2-TZVPD

Properties
HOMO energy = -12.07 eV
net charge = +1
energy relative to the best compared isomer or geometry (same formula, charge and spin) = 0.0 kJ/mol
orbital gap = 6.728 eV

Each line ends with the natural charge from an NBO analysis.
CARTESIAN COORDINATES (ANGSTROEM)
Ta 0.63 -1.36 -1.74  1.507
Br 1.33 2.18 -3.14  0.183
C -0.45 1.61 -3.01  0.180
C -1.44 2.48 -3.45  -0.243
C -2.77 2.15 -3.26  -0.092
C -3.08 0.96 -2.62  -0.182
C -2.04 0.14 -2.24  0.101
N -0.73 0.43 -2.45  -0.571
C -2.31 -1.12 -1.48  0.769
O -3.40 -1.49 -1.18  -0.461
O -1.16 -1.77 -1.19  -0.768
H -1.15 3.41 -3.91  0.262
H -3.55 2.81 -3.59  0.252
H -4.09 0.65 -2.40  0.272
Cl 2.12 -1.05 -3.41  -0.210
S 1.25 -3.49 -0.94  0.067
C 2.86 -3.65 -1.45  0.017
N 3.94 -3.79 -1.80  -0.225
C -2.20 2.87 0.92  -0.193
C -0.98 3.34 0.45  -0.201
C 0.10 2.48 0.32  -0.204
C -0.03 1.13 0.65  -0.527
C -1.25 0.67 1.14  -0.150
C -2.33 1.53 1.27  -0.213
Si 1.42 -0.02 0.42  0.980
C 1.81 -1.16 1.83  -0.535
C 0.89 -2.08 2.33  -0.135
C 1.21 -2.90 3.39  -0.221
C 2.48 -2.81 3.97  -0.173
C 3.41 -1.91 3.48  -0.197
C 3.08 -1.09 2.41  -0.180
H -3.04 3.54 1.03  0.229
H -0.87 4.39 0.20  0.227
H 1.05 2.87 -0.03  0.223
H -1.38 -0.37 1.43  0.207
H -3.27 1.16 1.66  0.230
H 2.61 0.74 -0.02  -0.124
H -0.10 -2.17 1.88  0.193
H 0.49 -3.60 3.77  0.227
H 2.73 -3.46 4.80  0.229
H 4.39 -1.85 3.92  0.230
H 3.81 -0.38 2.04  0.220

---

[8]
C19H14Cl2N4O3S | ωB97M-V/def2-TZVPD

Properties
HOMO energy = -8.55 eV
net charge = 0
energy relative to the best compared isomer or geometry (same formula, charge and spin) = 155.2 kJ/mol
structure (SMILES) = Clc1ccc(OCc2nnc3n2N=C(c2ccc4c(c2)OCCO4)CS3)c(Cl)c1
orbital gap = 8.330 eV

Each line ends with the natural charge from an NBO analysis.
CARTESIAN COORDINATES (ANGSTROEM)
Cl -6.10 -2.60 2.17  0.010
C -5.11 -1.82 0.99  -0.060
C -5.40 -0.53 0.59  -0.200
C -4.60 0.09 -0.36  -0.301
C -3.51 -0.57 -0.91  0.343
O -2.67 -0.07 -1.86  -0.484
C -2.81 1.28 -2.24  -0.109
C -2.55 2.22 -1.11  0.282
N -3.33 3.18 -0.69  -0.269
N -2.75 3.80 0.35  -0.284
C -1.59 3.23 0.54  0.128
N -1.40 2.21 -0.36  -0.224
N -0.43 1.28 -0.38  -0.236
C 0.70 1.54 0.17  0.242
C 1.68 0.46 0.18  -0.046
C 1.26 -0.85 -0.06  -0.185
C 2.16 -1.89 -0.05  -0.227
C 3.52 -1.65 0.19  0.226
C 3.95 -0.33 0.38  0.272
C 3.04 0.71 0.39  -0.253
O 5.28 -0.02 0.55  -0.495
C 6.14 -1.07 0.19  -0.099
C 5.64 -2.39 0.77  -0.098
O 4.37 -2.71 0.24  -0.474
C 1.02 2.88 0.76  -0.586
S -0.39 3.53 1.75  0.320
C -3.24 -1.88 -0.48  -0.099
Cl -1.88 -2.71 -1.15  0.024
C -4.03 -2.51 0.46  -0.231
H -6.24 0.00 1.01  0.232
H -4.84 1.10 -0.66  0.246
H -3.80 1.50 -2.65  0.211
H -2.05 1.42 -3.02  0.222
H 0.22 -1.04 -0.25  0.245
H 1.85 -2.91 -0.21  0.231
H 3.43 1.71 0.53  0.218
H 6.19 -1.16 -0.91  0.181
H 7.13 -0.82 0.58  0.205
H 5.58 -2.31 1.86  0.183
H 6.30 -3.22 0.50  0.205
H 1.24 3.61 -0.03  0.243
H 1.85 2.83 1.46  0.251
H -3.80 -3.51 0.78  0.242